Molecular formula: C21H16N5O5Re
Method: DFT, ωB97M-V/def2-TZVPD

Structure (XYZ):
```
48
Properties=species:S:1:pos:R:3
Re -0.034 0.019 0.022
O 1.854 3.095 -1.714
O 2.589 0.601 -2.940
O 0.605 1.876 -0.323
O 1.159 -0.343 -1.500
O -1.619 0.407 -1.357
N -0.297 -2.056 0.227
N -2.072 2.642 -1.153
N 1.275 -0.399 1.466
N -1.071 0.708 1.726
N -3.215 1.295 -2.641
C -2.265 1.442 -1.710
C 2.119 -4.536 1.516
C 0.008 -4.810 0.202
C -2.315 1.148 1.816
C -0.204 0.922 2.770
C 1.470 2.029 -1.348
C -1.071 -4.219 -0.400
C 1.670 -1.748 1.519
C -2.780 1.842 2.938
C -0.587 1.637 3.914
C 0.978 -4.020 0.853
C 1.827 0.688 -2.029
C 0.780 -2.632 0.855
C -1.918 2.100 3.970
C 1.617 1.290 4.804
C 1.091 0.350 2.642
C 0.368 1.822 4.943
C 1.988 0.549 3.658
C -1.184 -2.825 -0.381
C 2.980 -3.679 2.138
C 2.765 -2.281 2.146
H 2.990 0.155 3.588
H -3.725 2.075 -3.014
H 2.351 1.436 5.584
H -3.334 0.391 -3.064
H -1.996 -2.319 -0.886
H -1.213 2.774 -0.621
H 3.482 -1.642 2.637
H -1.826 -4.803 -0.905
H -3.808 2.174 2.963
H 2.295 -5.603 1.517
H 0.095 2.382 5.828
H 3.858 -4.070 2.634
H 0.127 -5.887 0.183
H -2.959 0.955 0.968
H -2.251 2.654 4.840
H -2.501 3.458 -1.556
```

Results
F_max (eV/A): 0.6
Calculated total energy (eV): -41853.3634
Spin multiplicity: 4
M (g/mol): 604.60
E_LUMO (alpha / beta) (Ha): -0.130 / -0.158
⟨S²⟩: 3.7761
Frontier orbital gap (alpha / beta) (eV): 6.94 / 6.92
Charge: +1
HOMO (alpha / beta) (eV): -10.47 / -11.23

---

Molecular formula: C21H16O4PSZr
Method: DFT, ωB97M-V/def2-TZVPD

Structure (XYZ):
```
44
Properties=species:S:1:pos:R:3
Zr -0.914 -2.363 -0.872
S -0.979 -2.823 1.450
P -1.221 0.262 -0.738
O -2.821 -1.981 -1.259
O 3.217 -2.280 -0.558
O 1.007 -2.379 -0.788
O -4.597 -0.805 -1.996
C 0.088 2.549 0.106
C 3.090 -2.417 2.194
C -0.306 1.694 -4.977
C 0.686 -2.726 3.498
C 2.154 -2.383 -0.036
C 1.861 -2.632 4.230
C -3.028 0.253 -0.490
C -0.450 1.320 0.488
C 1.921 -2.501 1.439
C 0.712 1.229 -4.152
C 0.736 2.962 2.383
C 0.681 3.366 1.058
C 0.199 1.739 2.765
C -1.916 1.328 -3.229
C -1.614 1.740 -4.519
C 0.419 0.810 -2.867
C -3.620 -0.868 -1.327
C -0.896 0.872 -2.394
C 0.695 -2.663 2.106
C -0.389 0.916 1.820
C 3.070 -2.480 3.576
H -3.170 0.021 0.569
H 0.045 2.876 -0.924
H 1.218 0.442 -2.231
H -2.404 2.095 -5.166
H 4.024 -2.295 1.663
H -0.255 -2.857 4.015
H -3.516 1.202 -0.704
H -2.945 1.366 -2.895
H 0.243 1.423 3.798
H 1.201 3.602 3.122
H 1.820 -2.686 5.310
H 3.994 -2.414 4.133
H -0.793 -0.040 2.132
H 1.096 4.319 0.760
H -0.076 2.018 -5.983
H 1.731 1.188 -4.512
```

Results
F_max (eV/A): 0.6
Calculated total energy (eV): -51628.3666
M (g/mol): 486.62
E_LUMO (Ha): -0.166
ΔE to the lowest compared entry with this formula, charge and spin (kJ/mol): 42.6
Frontier orbital gap (eV): 7.66
Charge: +1
HOMO (eV): -12.18

---

Molecular formula: C21H17AgNO4S
Method: DFT, ωB97M-V/def2-TZVPD

Structure (XYZ):
```
45
Properties=species:S:1:pos:R:3
Ag -0.113 0.346 1.003
S -2.215 1.436 -0.071
O 0.626 2.454 2.149
O -0.451 -1.595 1.961
O -2.961 1.941 3.436
O 1.154 2.082 -0.007
N -1.232 0.218 4.238
C -3.307 0.661 3.173
C -0.059 -0.307 4.539
C -2.670 -1.645 3.505
C -2.779 4.109 -0.303
C -3.750 2.977 2.859
C -4.755 -1.105 2.448
C 0.459 -1.972 2.734
C 2.438 -3.362 3.126
C 1.795 -1.805 4.828
C -0.563 3.643 0.483
C 0.504 2.661 0.909
C 0.659 -1.400 4.050
C -3.862 -2.053 2.921
C -0.325 5.007 0.560
C -1.296 5.935 0.201
C 2.646 -2.769 4.411
C -1.814 3.152 0.045
C -2.385 -0.298 3.603
C 1.419 -2.977 2.325
C -4.491 0.253 2.581
C -2.531 5.473 -0.230
H -1.088 6.997 0.253
H 3.135 -4.116 2.776
H -1.961 -2.370 3.879
H -5.188 0.984 2.200
H -3.744 3.754 -0.649
H 0.644 5.346 0.911
H 1.280 -3.395 1.336
H -3.835 2.816 1.785
H 1.956 -1.317 5.784
H 0.444 0.262 5.317
H -5.670 -1.419 1.962
H -1.356 1.184 4.516
H 3.485 -3.071 5.023
H -3.309 6.176 -0.512
H -4.735 3.015 3.335
H -4.077 -3.109 2.823
H -3.212 3.901 3.044
```

Results
F_max (eV/A): 0.8
Calculated total energy (eV): -46568.6483
M (g/mol): 487.30
E_LUMO (Ha): 0.069
ΔE to the lowest compared entry with this formula, charge and spin (kJ/mol): 0.0
Frontier orbital gap (eV): 5.33
Charge: -1
HOMO (eV): -3.46

---

Molecular formula: C21H17AuCl2NO7S
Method: DFT, ωB97M-V/def2-TZVPD

Structure (XYZ):
```
50
Properties=species:S:1:pos:R:3
Au 2.144 -0.536 0.226
Cl 5.255 2.927 -1.623
Cl 3.927 0.368 -1.944
S -4.697 3.468 -4.208
O 2.396 1.339 0.653
O 3.116 3.365 0.252
O -0.018 -1.824 5.991
O 1.913 -2.538 -0.067
O 3.302 -1.532 2.865
O 4.871 -0.914 1.607
O -3.695 3.107 -6.651
N 3.738 -1.180 1.628
C 1.995 -2.043 3.049
C -3.612 5.395 -5.944
C 0.122 -3.489 2.761
C 0.338 -2.234 4.782
C -2.349 1.935 -4.136
C 1.291 -2.939 2.213
C -1.340 1.267 -2.049
C 1.347 -4.743 0.391
C -1.204 -2.369 6.583
C -3.352 2.586 -2.045
C -3.354 2.605 -3.441
C -3.907 3.931 -5.818
C -0.287 0.607 -1.339
C 1.541 -1.707 4.295
C -2.361 1.919 -1.355
C 0.606 -0.010 -0.811
C -1.346 1.282 -3.443
C 1.561 -3.333 0.829
C 4.416 1.648 -0.787
C -0.375 -3.143 3.998
C 3.233 2.202 0.032
H -1.252 -1.945 7.579
H -3.134 5.602 -6.898
H -2.085 -2.074 6.012
H -4.130 3.108 -1.503
H -1.135 -3.455 6.647
H 1.536 -5.453 1.192
H -2.356 1.900 -5.215
H -0.442 -4.191 2.163
H -4.547 5.952 -5.858
H -0.565 0.766 -3.986
H 2.126 -1.050 4.923
H 1.979 -4.945 -0.470
H -2.977 5.705 -5.113
H 5.118 1.177 -0.101
H 0.309 -4.851 0.062
H -2.361 1.914 -0.273
H -1.300 -3.579 4.342
```

Results
F_max (eV/A): 0.9
Calculated total energy (eV): -77433.7371
M (g/mol): 695.31
E_LUMO (Ha): -0.194
ΔE to the lowest compared entry with this formula, charge and spin (kJ/mol): 26.2
Frontier orbital gap (eV): 5.00
Charge: +1
HOMO (eV): -10.29

---

Molecular formula: C21H17BrF2N4O5RuSe
Method: DFT, ωB97M-V/def2-TZVPD

Structure (XYZ):
```
52
Properties=species:S:1:pos:R:3
Ru 0.192 -1.397 0.822
Br 1.240 -2.691 3.764
Se 1.102 -1.795 -1.375
F 1.666 0.105 2.604
F 2.984 -0.804 1.115
O -4.920 5.122 0.943
O -1.405 -0.909 2.064
O -3.185 4.613 -0.229
O -0.740 0.485 0.540
O 0.223 -7.471 2.174
N 0.465 -3.457 1.235
N -4.003 4.393 0.642
N 2.541 0.333 -2.695
N 0.676 1.015 -1.812
C 1.255 2.136 -2.393
C -0.028 -5.708 0.550
C 1.469 -0.048 -1.992
C 0.283 -6.185 1.825
C 0.742 -3.938 2.460
C -2.820 2.292 1.075
C 0.077 -4.361 0.312
C 0.849 3.461 -2.470
C 0.676 -5.271 2.795
C -3.876 3.120 1.381
C -4.814 2.803 2.349
C 1.691 4.321 -3.148
C 3.288 2.559 -3.654
C -2.704 1.095 1.768
C 3.671 -0.498 -3.084
C 2.442 1.697 -2.968
C -3.631 0.748 2.747
C -1.584 0.197 1.455
C 1.771 -0.238 1.287
C -4.683 1.603 3.034
C 2.887 3.879 -3.730
H -5.623 3.489 2.552
H -2.107 2.578 0.317
H 3.511 4.592 -4.250
H 1.734 0.692 0.710
H -5.406 1.337 3.793
H 3.494 -1.516 -2.751
H 4.577 -0.118 -2.614
H -0.171 -3.979 -0.669
H -0.345 -6.369 -0.245
H -0.075 3.804 -2.025
H 3.781 -0.481 -4.167
H 1.420 5.365 -3.235
H 4.211 2.220 -4.103
H -0.141 0.994 -1.210
H 0.917 -5.601 3.794
H -3.517 -0.188 3.277
H -0.059 -8.026 1.436
```

Results
F_max (eV/A): 0.4
Calculated total energy (eV): -181649.8578
Spin multiplicity: 2
M (g/mol): 703.32
E_LUMO (alpha / beta) (Ha): -0.114 / -0.137
⟨S²⟩: 0.7578
ΔE to the lowest compared entry with this formula, charge and spin (kJ/mol): 0.0
Frontier orbital gap (alpha / beta) (eV): 8.27 / 7.93
Charge: +1
HOMO (alpha / beta) (eV): -11.37 / -11.66